Entry from the OMol25 dataset: 12 unconnected molecules or ions with the total composition C36H96O12 at a distorted geometry (ωB97M-V with the def2-TZVPD basis set).

Properties
HOMO level: -9.453 eV
Frontier orbital gap: 9.81 eV
SMILES: CC(C)O.CC(C)O.CC(C)O.CC(C)O.CC(C)O.CC(C)O.CC(C)O.CC(C)O.CC(C)O.CC(C)O.CC(C)O.CC(C)O
LUMO energy: 0.013 Eh

```
144
C36H96O12, DFT ωB97M-V with the def2-TZVPD basis set
C 2.262 6.621 -0.845
C 2.890 5.236 -1.025
C 1.922 4.121 -0.725
O 3.334 5.109 -2.396
H 2.926 7.402 -1.217
H 2.142 6.845 0.222
H 1.265 6.677 -1.280
H 3.797 5.159 -0.414
H 1.126 4.085 -1.467
H 1.566 4.201 0.298
H 2.494 3.189 -0.765
H 4.017 5.777 -2.509
C 5.912 0.531 -0.789
C 5.084 1.455 0.106
C 3.864 0.803 0.749
O 5.889 1.964 1.168
H 6.269 -0.361 -0.281
H 6.762 1.093 -1.179
H 5.267 0.246 -1.625
H 4.692 2.309 -0.461
H 3.217 0.405 -0.030
H 3.309 1.582 1.272
H 4.237 0.067 1.454
H 6.711 2.348 0.857
C -0.823 -5.310 4.676
C -1.578 -5.502 3.358
C -1.157 -4.442 2.328
O -1.185 -6.796 2.893
H -0.900 -6.186 5.311
H -1.200 -4.417 5.186
H 0.213 -5.027 4.483
H -2.662 -5.508 3.522
H -1.459 -4.688 1.310
H -0.076 -4.319 2.361
H -1.589 -3.484 2.632
H -1.646 -6.993 2.072
C -1.388 -1.044 0.502
C -0.481 0.113 0.107
C -1.137 1.076 -0.880
O -0.178 0.871 1.287
H -0.881 -1.691 1.218
H -1.685 -1.671 -0.345
H -2.319 -0.673 0.941
H 0.467 -0.254 -0.294
H -1.386 0.583 -1.824
H -0.449 1.886 -1.127
H -2.060 1.479 -0.460
H -0.955 1.385 1.575
C 3.097 5.198 4.406
C 2.021 4.120 4.435
C 1.618 3.743 3.013
O 2.504 2.999 5.169
H 3.400 5.428 5.432
H 2.753 6.146 3.986
H 4.006 4.894 3.880
H 1.196 4.583 4.981
H 0.771 3.058 2.992
H 2.464 3.333 2.458
H 1.351 4.655 2.471
H 3.231 2.636 4.646
C -5.405 -1.436 -3.926
C -4.680 -0.570 -2.916
C -4.693 0.898 -3.387
O -5.262 -0.648 -1.619
H -6.423 -1.077 -4.122
H -5.503 -2.484 -3.633
H -4.932 -1.452 -4.908
H -3.635 -0.882 -2.881
H -4.016 1.502 -2.782
H -5.708 1.295 -3.369
H -4.305 0.979 -4.403
H -6.215 -0.727 -1.747
C 4.162 -3.377 -1.242
C 3.188 -2.724 -0.304
C 1.934 -3.553 -0.116
O 3.855 -2.506 0.941
H 4.542 -4.306 -0.818
H 4.995 -2.721 -1.504
H 3.635 -3.535 -2.189
H 2.909 -1.735 -0.697
H 2.169 -4.426 0.505
H 1.518 -3.900 -1.061
H 1.205 -3.026 0.504
H 3.252 -1.989 1.506
C 2.158 0.289 -3.399
C 2.709 -0.002 -4.797
C 2.445 -1.422 -5.266
O 2.150 0.942 -5.745
H 2.337 1.339 -3.154
H 2.699 -0.332 -2.679
H 1.083 0.126 -3.313
H 3.780 0.226 -4.738
H 3.079 -2.103 -4.706
H 2.773 -1.458 -6.311
H 1.384 -1.661 -5.299
H 2.471 1.794 -5.431
C -1.341 1.305 -4.661
C -1.181 0.631 -6.016
C -2.456 -0.111 -6.429
O -0.882 1.620 -7.021
H -0.435 1.791 -4.298
H -1.621 0.504 -3.973
H -2.103 2.085 -4.629
H -0.322 -0.041 -5.968
H -2.242 -0.852 -7.200
H -3.195 0.631 -6.722
H -2.846 -0.713 -5.605
H -0.240 1.188 -7.593
C 0.848 -0.168 4.216
C 1.831 -1.157 3.606
C 1.523 -2.608 3.944
O 1.751 -1.017 2.177
H 0.793 -0.337 5.298
H -0.187 -0.316 3.892
H 1.087 0.884 4.077
H 2.815 -0.851 3.975
H 2.083 -3.358 3.388
H 0.472 -2.826 3.755
H 1.645 -2.740 5.024
H 0.985 -0.457 1.973
C -2.099 3.424 4.506
C -2.442 2.262 3.598
C -3.920 1.927 3.598
O -2.001 2.583 2.273
H -2.738 4.298 4.324
H -1.061 3.750 4.453
H -2.333 3.236 5.559
H -1.869 1.382 3.894
H -4.551 2.669 3.110
H -4.331 1.556 4.535
H -3.988 1.040 2.949
H -2.379 3.436 2.030
C -4.746 -3.662 1.331
C -4.656 -4.141 -0.114
C -6.039 -4.440 -0.698
O -4.014 -3.162 -0.941
H -3.925 -3.007 1.614
H -4.780 -4.529 1.998
H -5.680 -3.124 1.518
H -4.015 -5.023 -0.157
H -6.740 -3.667 -0.378
H -6.394 -5.382 -0.265
H -6.011 -4.526 -1.780
H -4.582 -2.372 -0.983
```


Entry from the OMol25 dataset: 12 unconnected molecules or ions with the total composition C36H96O36S12 at a distorted geometry (ωB97M-V with the def2-TZVPD basis set).

Properties
HOMO level: -10.719 eV
Frontier orbital gap: 10.67 eV
SMILES: CCOS(C)(=O)=O.CCOS(C)(=O)=O.CCOS(C)(=O)=O.CCOS(C)(=O)=O.CCOS(C)(=O)=O.CCOS(C)(=O)=O.CCOS(C)(=O)=O.CCOS(C)(=O)=O.CCOS(C)(=O)=O.CCOS(C)(=O)=O.CCOS(C)(=O)=O.CCOS(C)(=O)=O
LUMO energy: -0.002 Eh

```
180
C36H96O36S12, DFT ωB97M-V with the def2-TZVPD basis set
O 2.471 -23.939 32.767
S 1.338 -24.723 33.406
O -0.047 -24.303 33.363
O 1.422 -26.307 32.824
C 2.682 -26.848 32.362
C 3.478 -27.557 33.440
C 1.915 -25.028 35.145
H 3.197 -26.090 31.771
H 2.427 -27.574 31.591
H 2.801 -28.210 33.990
H 3.961 -26.860 34.126
H 4.221 -28.224 33.004
H 1.613 -24.215 35.806
H 3.003 -25.011 35.093
H 1.636 -26.039 35.444
O 1.555 -16.936 37.666
S 2.841 -16.354 37.916
O 3.658 -15.960 36.787
O 2.656 -15.103 38.963
C 1.947 -14.014 38.516
C 2.188 -12.840 39.474
C 3.779 -17.446 39.097
H 0.873 -14.185 38.453
H 2.036 -13.690 37.478
H 1.647 -13.024 40.401
H 1.729 -11.943 39.057
H 3.237 -12.752 39.760
H 3.451 -17.218 40.111
H 4.800 -17.116 38.907
H 3.542 -18.462 38.779
O -8.688 -4.333 37.445
S -7.515 -3.679 36.854
O -7.064 -2.428 37.402
O -6.232 -4.797 36.871
C -5.742 -5.021 38.197
C -4.659 -6.118 38.169
C -7.854 -3.585 35.040
H -6.598 -5.388 38.763
H -5.262 -4.079 38.462
H -5.292 -6.991 38.010
H -4.214 -6.063 39.163
H -3.893 -5.917 37.420
H -8.014 -4.622 34.744
H -6.905 -3.356 34.556
H -8.523 -2.794 34.701
O 8.246 -2.836 35.632
S 8.452 -3.694 36.740
O 8.042 -3.116 38.043
O 7.680 -5.123 36.316
C 7.531 -6.024 37.361
C 6.126 -5.916 38.039
C 10.230 -4.161 36.891
H 8.148 -5.711 38.204
H 7.839 -7.027 37.068
H 6.082 -6.489 38.966
H 5.327 -6.129 37.329
H 5.893 -4.906 38.376
H 10.912 -3.772 36.135
H 10.306 -5.231 36.696
H 10.634 -3.831 37.848
O -9.032 -14.504 38.706
S -8.395 -15.027 39.908
O -9.028 -16.063 40.751
O -6.891 -15.536 39.419
C -6.845 -16.331 38.179
C -5.954 -15.840 36.999
C -7.720 -13.590 40.896
H -7.876 -16.328 37.824
H -6.817 -17.406 38.358
H -4.902 -15.914 37.275
H -6.231 -14.796 36.852
H -6.235 -16.384 36.098
H -8.575 -13.053 41.306
H -6.982 -13.055 40.297
H -7.218 -13.998 41.773
O -0.024 -15.573 27.215
S -1.280 -14.834 27.175
O -2.437 -15.121 26.264
O -1.910 -14.592 28.773
C -0.980 -14.519 29.750
C -0.650 -15.831 30.230
C -0.792 -13.006 26.839
H -1.569 -14.013 30.515
H -0.075 -13.917 29.678
H 0.005 -15.840 31.101
H -0.126 -16.425 29.482
H -1.536 -16.443 30.400
H -1.761 -12.513 26.921
H -0.401 -12.770 25.850
H -0.174 -12.652 27.665
O -0.988 -7.961 50.554
S -1.742 -6.768 50.128
O -1.009 -5.513 49.834
O -2.673 -7.021 48.767
C -3.236 -8.340 48.584
C -2.762 -9.014 47.297
C -3.053 -6.343 51.280
H -4.319 -8.228 48.529
H -2.896 -9.052 49.336
H -1.878 -9.651 47.302
H -2.660 -8.376 46.420
H -3.522 -9.698 46.920
H -3.546 -7.312 51.347
H -3.565 -5.455 50.910
H -2.438 -6.126 52.154
O 8.896 -27.031 40.900
S 7.552 -27.336 40.546
O 6.904 -26.495 39.560
O 7.439 -28.948 40.192
C 8.320 -29.771 40.953
C 8.593 -31.100 40.295
C 6.573 -27.276 42.129
H 7.920 -29.930 41.954
H 9.293 -29.336 41.181
H 8.973 -31.218 39.281
H 7.583 -31.510 40.269
H 9.217 -31.710 40.949
H 6.664 -26.227 42.412
H 7.208 -27.811 42.834
H 5.570 -27.689 42.020
O 11.776 -11.804 37.972
S 11.688 -13.172 37.589
O 12.154 -13.710 36.307
O 12.284 -14.081 38.804
C 12.130 -15.485 38.765
C 13.315 -15.921 39.673
C 9.941 -13.896 37.859
H 12.349 -15.753 37.731
H 11.232 -15.907 39.215
H 14.252 -15.678 39.173
H 13.418 -17.001 39.785
H 13.370 -15.269 40.544
H 9.763 -14.198 38.891
H 9.909 -14.848 37.329
H 9.138 -13.217 37.570
O 0.725 -2.345 41.031
S 1.308 -2.294 42.374
O 0.482 -1.574 43.374
O 1.582 -3.826 42.927
C 1.551 -4.106 44.271
C 2.146 -5.463 44.636
C 3.002 -1.592 42.462
H 0.488 -4.332 44.356
H 1.677 -3.315 45.011
H 1.636 -6.170 43.982
H 1.880 -5.703 45.665
H 3.211 -5.578 44.436
H 3.655 -2.464 42.480
H 3.025 -0.970 43.357
H 3.030 -0.924 41.601
O 9.642 -18.812 46.591
S 9.329 -20.033 45.836
O 8.941 -20.117 44.400
O 10.478 -21.169 46.286
C 10.576 -22.312 45.519
C 10.676 -23.462 46.457
C 7.938 -20.764 46.671
H 11.374 -22.341 44.776
H 9.788 -22.496 44.789
H 11.408 -23.336 47.255
H 10.988 -24.424 46.050
H 9.658 -23.654 46.798
H 7.159 -20.940 45.930
H 7.588 -20.184 47.525
H 8.233 -21.731 47.079
O 9.986 -20.208 35.501
S 10.607 -20.522 34.239
O 10.891 -19.483 33.231
O 11.989 -21.396 34.498
C 12.086 -22.311 35.601
C 12.939 -23.460 35.176
C 9.469 -21.774 33.579
H 11.050 -22.588 35.794
H 12.664 -21.873 36.414
H 12.503 -23.882 34.270
H 12.825 -24.148 36.014
H 14.011 -23.352 35.008
H 10.077 -22.412 32.937
H 8.683 -21.237 33.049
H 9.122 -22.286 34.476
```


HOMO level of number 1 (C36H96O12)?
-9.453 eV


What is the formula in the second record?
C36H96O36S12